Entry 1:
111
Properties=species:S:1:pos:R:3 method="wB97M-V/def2-TZVPD" gap_ev=4.076 spin_multiplicity=1 homo_ev=-10.32 charge=+1 e_lumo_ev=-6.2
H -1.358 -4.701 -2.029
H 5.779 15.256 2.615
H -1.748 0.412 3.045
H 0.878 -0.292 2.988
H 3.127 -0.793 1.002
C -4.355 -13.305 -7.960
C -2.133 -12.784 -7.500
C 5.729 11.951 2.982
H -1.766 -7.312 -3.404
C 6.409 13.269 3.283
H -1.682 -13.377 -6.697
H -5.242 0.274 3.518
H -5.397 -2.684 -0.178
H 5.288 5.703 3.066
C -2.523 -4.942 -2.134
N -2.677 -7.783 -3.126
H 4.229 1.234 1.756
H 6.442 11.155 2.749
F -2.183 -9.012 -5.174
N -4.643 -8.071 -1.662
O -2.678 -2.760 -0.795
H -4.771 -12.807 -8.842
H 3.726 13.864 1.467
C 2.784 -0.397 1.965
P -3.605 -5.766 0.260
H 4.405 5.186 0.912
C 4.771 13.587 1.630
H -2.221 1.480 0.928
O 4.868 12.174 1.857
H -2.604 -11.249 -6.019
C 1.405 8.880 1.832
C -3.383 -7.312 -2.010
H -5.180 -11.694 -6.735
H 7.377 4.693 3.777
H 6.698 13.371 4.332
C -4.650 -0.010 2.644
C -4.326 -12.375 -6.766
H 0.463 8.560 2.293
H 2.441 1.818 0.237
H 2.277 7.738 4.271
H 6.458 6.579 2.060
O 5.547 3.496 1.302
C 2.912 8.132 3.470
C -3.309 -3.576 -1.686
H -4.633 -8.424 -0.662
O 2.931 7.165 2.411
N -4.646 -3.087 -2.194
P -2.110 -6.289 1.822
H 4.609 14.381 3.621
O 0.956 0.992 1.388
F -2.972 -10.242 -3.288
C -5.755 -3.225 -1.176
H -5.172 -4.827 -3.549
Br -6.206 -7.096 -1.995
C 6.050 5.590 2.286
C -2.347 -0.179 2.344
H 2.859 7.958 0.518
H 3.162 -1.048 2.757
H 7.310 13.374 2.666
H 7.989 4.696 2.111
H 5.784 2.948 3.267
C -3.118 -8.946 -3.990
C 2.160 1.765 1.294
H 5.340 13.818 0.723
H 1.975 2.780 1.657
H -1.732 -1.002 1.967
H -5.969 -4.346 -0.917
H 0.792 -1.078 1.396
H -4.756 -6.591 0.516
H -2.673 -5.150 -3.300
O -2.900 -7.206 3.083
C -4.189 1.187 1.840
H 1.173 9.607 1.049
C 3.211 1.041 2.106
C 1.275 -0.281 1.967
H 3.924 8.268 3.862
O -1.367 -4.837 2.490
H -4.932 -14.214 -7.768
O -1.002 -7.231 1.135
H -6.703 -2.623 -1.537
H -1.335 -12.407 -8.145
C 6.408 3.274 2.428
H 1.846 10.032 3.640
C 2.161 7.676 1.314
H -3.101 -10.873 -7.680
H 7.121 2.478 2.194
H -3.126 0.066 0.355
O -3.469 -0.707 3.065
F -4.484 -8.745 -4.602
H -3.897 -7.199 2.986
C -3.001 -11.678 -6.943
N -2.778 -6.150 -1.264
H -3.979 2.029 2.510
H -5.949 -3.151 -4.041
C 7.088 4.592 2.728
H 3.135 9.996 2.423
C 5.450 4.909 1.075
H -5.241 -0.696 2.028
H 6.019 5.141 0.168
C -5.010 -3.651 -3.549
H 1.497 6.895 0.934
C 5.370 14.268 2.841
H -4.102 -3.471 -4.303
H -4.926 1.513 1.101
H 5.104 11.626 3.822
C -2.905 0.684 1.234
H -1.968 -4.050 2.305
O -2.994 -13.650 -8.252
H -4.317 -12.958 -5.838
C 2.338 9.407 2.891
H 3.147 1.345 3.157

=====

Entry 2:
120
Properties=species:S:1:pos:R:3 method="wB97M-V/def2-TZVPD" gap_ev=8.657 spin_multiplicity=1 smiles="COCCC[C@]1(F)[C@H](O)[C@@](CCCO)(CC(N)(N)N)[C@@](CCCF)(P(O)Cl)OS1(=O)=O.ClCCCl.ClCCCl.ClCCCl.ClCCCl.ClCCCl.ClCCCl.ClCCCl" homo_ev=-8.52 e_lumo_ev=0.1
C 3.263 -4.357 -2.072
H -2.868 -2.522 -1.380
H 8.539 -4.628 -2.270
F -5.619 0.928 -3.314
N -2.849 -1.946 -0.546
C -0.734 1.853 -2.085
C -1.195 0.671 0.229
H -5.501 0.073 4.745
O -1.894 4.344 -0.008
H 5.578 5.685 0.236
H -1.320 7.931 4.856
H 8.605 -2.104 -2.403
C 0.096 2.899 1.129
H -5.300 -6.394 -3.226
C 8.028 -2.722 -3.086
H 0.089 -0.931 0.715
H 2.389 4.637 1.620
H 0.724 0.852 -4.615
C 4.848 6.233 -0.358
O 0.540 0.617 -3.700
Cl -4.976 -2.054 3.882
Cl 2.199 -2.115 -3.214
H 4.220 -3.232 -3.612
C -1.742 -7.453 2.697
H -5.054 0.262 -0.701
H 5.082 6.124 -1.416
H 1.851 0.613 0.734
C -6.273 -1.344 6.181
H -1.510 1.951 -2.839
H 0.328 -7.501 2.097
Cl -3.876 -5.387 0.019
H 8.626 -2.905 -3.976
C -0.623 -7.943 1.812
H -0.177 -0.106 -1.480
H -1.922 -3.923 0.786
H 5.882 1.419 -3.714
H -1.160 -0.803 1.848
H -0.961 -3.447 -1.215
C 0.115 6.667 3.911
H -2.761 -0.711 3.370
H -0.774 -3.114 1.651
Cl -0.901 -7.575 0.091
Cl -1.809 -5.675 2.772
H -0.789 2.763 -1.504
H -3.832 0.155 -1.942
H 0.184 0.923 1.839
H 2.800 2.910 1.327
C 0.057 1.377 0.863
C -1.548 -2.014 0.085
C -0.663 7.953 3.988
Cl 6.986 4.097 -3.713
C 2.464 3.841 0.897
H -1.270 8.100 3.099
S -1.554 3.663 1.197
C -5.231 -0.878 5.198
C 7.645 -4.035 -2.454
O -2.910 0.222 3.133
Cl 2.471 -4.116 -0.491
H -5.383 -6.953 -0.862
C 3.448 4.353 -0.158
H -2.968 2.436 -1.217
H 5.790 1.062 -1.988
H 6.661 3.382 -1.493
C 3.631 -3.046 -2.717
H -6.307 -0.659 7.027
H 4.398 3.834 -0.033
H -3.639 -6.491 -2.632
H 3.093 4.131 -1.160
H -6.070 2.118 -1.721
H -5.974 -5.300 -1.049
C -4.571 -5.938 -2.559
C -3.481 1.805 -0.508
C 1.072 3.716 0.268
C -5.102 -5.941 -1.149
C 0.538 1.775 -2.890
H -4.584 2.473 -2.634
Cl 6.829 -3.814 -0.884
H 4.215 -2.426 -2.044
P -3.635 0.101 1.665
H -4.169 2.479 -0.013
O -2.464 2.433 1.582
H -0.540 -9.026 1.895
H 7.806 2.360 -2.369
C 6.844 2.866 -2.433
C 5.761 1.861 -2.728
H -3.541 -2.355 0.069
H 4.891 7.271 -0.065
H 6.980 -4.605 -3.099
N -1.674 -3.031 1.190
H 1.428 1.858 -2.278
C -0.985 -0.783 0.784
Cl -4.277 -4.284 -3.157
H 0.804 6.567 4.747
O -1.568 4.518 2.324
O 1.226 1.039 0.137
H -4.275 -0.755 5.706
H -1.851 0.064 -1.758
H 0.656 4.719 0.235
C -2.567 1.291 0.619
F 0.564 3.033 2.422
Cl 0.396 9.378 4.175
H 0.243 -2.774 -0.405
H 2.592 -4.940 -2.697
H -6.053 -2.342 6.551
Cl -5.402 1.170 1.984
H 0.532 2.650 -3.542
H -0.573 5.823 3.921
H -1.584 -7.809 3.713
H 4.163 -4.942 -1.890
Cl 4.136 2.589 -2.643
O 3.552 5.757 -0.048
Cl 6.599 -1.788 -3.597
H -2.711 -7.808 2.354
C -5.215 1.687 -2.228
Cl -7.906 -1.371 5.467
N -0.603 -2.543 -0.922
C -4.355 0.839 -1.295
H 1.112 3.373 -0.751
C -1.009 0.549 -1.299
Cl 1.054 6.539 2.407

=====

Entry 3:
102
Properties=species:S:1:pos:R:3 method="wB97M-V/def2-TZVPD" gap_ev=9.107 spin_multiplicity=1 smiles="COC(=O)[PH2]=O.C1CCOC1.C1CCOC1.C1CCOC1.C1CCOC1.C1CCOC1.C1CCOC1.C1CCOC1" homo_ev=-9.08 e_lumo_ev=0.0
C 5.604 -1.470 -2.435
H 0.166 -1.482 -7.222
H 2.716 -1.519 -1.779
C -7.916 4.184 -4.218
H 1.998 -0.153 4.885
H -2.140 3.521 -2.961
C 1.295 -3.224 -6.532
H -9.036 2.706 -3.046
C 0.421 -4.418 7.006
H 2.430 -6.318 8.861
H 1.476 -3.879 -7.387
C 2.160 -0.595 6.979
H -0.202 2.850 -0.523
H 4.234 0.675 4.750
H -1.243 5.314 2.196
H -0.166 2.347 -4.575
H 2.220 -0.026 7.913
C 3.072 -1.490 1.571
H 3.998 0.162 -3.969
H 1.066 4.687 0.320
H 0.281 -3.439 -3.551
H -2.488 6.078 0.305
H 1.244 -6.357 6.419
C 1.279 -4.485 9.173
C 0.253 4.366 0.979
H 0.672 -6.512 8.779
H 4.046 -1.029 1.191
C -2.312 2.508 -4.845
O -1.177 0.908 -3.513
H -2.164 3.441 -5.392
H 4.407 -2.827 -3.600
O -5.837 3.155 -3.733
H 3.022 0.232 -1.790
H -8.457 5.127 -4.129
H 3.693 -1.899 7.820
C -2.313 1.386 -2.776
H -8.251 3.682 -5.132
H 5.385 -1.737 -4.595
O 2.449 -0.495 2.443
C -0.628 5.550 1.322
H -6.098 5.188 -3.596
H -1.265 2.820 0.900
O -0.131 -2.192 2.658
H -3.074 1.921 -5.370
O 4.411 -0.742 6.255
H 3.242 -2.418 2.205
C 4.801 -1.808 -3.676
H 0.778 -4.554 10.141
H 0.103 -1.822 0.304
H 2.225 -3.949 9.307
O 0.469 -3.727 8.264
O 1.364 1.196 1.320
H -1.025 6.273 -0.685
H -0.583 -4.842 6.896
C 0.018 -3.539 -4.606
C 1.336 0.044 1.768
H -6.545 1.998 -2.164
H -8.059 3.842 -2.103
H 2.453 -1.770 0.659
H 2.166 -2.572 -6.401
C 2.350 0.333 5.800
C 3.414 -0.738 -2.103
C -1.503 5.659 0.087
H -3.779 2.928 -3.272
H 6.138 -2.333 -2.032
H -1.452 -1.998 -5.103
C -1.038 1.696 -4.704
C 1.503 -5.843 8.535
C 0.020 -2.416 -6.676
P -0.168 -1.133 1.549
C 3.858 0.485 5.758
H 0.591 -3.710 6.192
H 2.446 -5.100 6.755
H -0.777 -4.287 -4.699
H 2.779 -1.109 -4.162
H -2.048 1.487 -1.721
C 3.360 -1.512 6.855
O 1.154 -4.012 -5.343
C 3.664 -0.812 -3.597
H 1.829 1.287 5.903
H 3.145 -2.358 6.193
C -8.098 3.263 -3.031
H -0.859 1.040 -5.560
H -7.068 1.511 -3.790
C -0.392 -2.220 -5.232
C -2.720 2.704 -3.402
H -6.031 4.553 -5.254
H -1.363 -0.351 1.498
O 4.674 -0.980 -1.459
H 0.185 -1.401 -4.790
H 1.211 -1.133 6.967
C -6.411 4.365 -4.248
H 6.330 -0.674 -2.636
H 4.195 1.295 6.414
H -0.739 -3.004 -7.202
C 1.476 -5.505 7.061
C -6.878 2.369 -3.136
H -3.110 0.639 -2.866
C -0.706 3.472 0.220
H 0.693 3.877 1.849
H -0.072 6.465 1.532
O -1.648 4.332 -0.435

=====

Entry 4:
104
Properties=species:S:1:pos:R:3 method="wB97M-V/def2-TZVPD" gap_ev=9.992 spin_multiplicity=1 smiles="CC[C@@H](C)O[P@](=O)(O)OCC(=O)O.C1CCOC1.C1CCOC1.C1CCOC1.C1CCOC1.C1CCOC1.C1CCOC1" homo_ev=-9.37 e_lumo_ev=0.6
H 0.922 4.344 5.608
C -0.182 -4.259 -7.896
H 3.356 7.138 5.120
H 2.451 3.174 3.042
C -4.704 -5.327 -6.040
C -2.152 -6.728 -1.800
O 1.053 5.079 6.224
C -6.086 -5.959 -5.933
H 0.087 2.825 2.666
O 1.324 -0.799 1.202
O -1.165 -5.199 -5.960
C 1.736 -3.013 0.494
H -6.050 -6.980 -5.558
H -4.376 -4.850 -5.116
P 2.737 5.973 2.347
H 1.935 2.587 0.115
H 4.663 9.339 7.704
H 7.314 8.846 8.230
C -1.467 -4.366 -7.086
H -0.100 -7.275 -1.387
H -1.273 4.377 1.323
H -0.091 -3.759 1.479
H 2.338 -3.439 1.300
H 3.310 2.075 1.126
C 0.099 -5.833 -6.156
O 2.719 4.619 1.566
H -0.524 -7.460 -3.094
C 0.275 -2.895 0.925
C 2.249 2.319 1.119
C -0.309 -5.390 -2.426
H -6.704 -3.683 -7.515
O 1.620 6.905 2.165
H -2.440 0.808 4.624
C 6.714 8.647 7.344
H 0.446 -3.453 -7.511
C -6.587 -5.849 -7.372
C -2.132 -5.455 -0.962
H -0.360 -2.762 0.050
H -4.030 1.980 1.690
C 0.310 -1.628 1.769
C -6.023 -4.496 -7.787
H -3.948 -6.064 -6.330
H 8.105 7.983 5.767
H -5.585 0.147 1.958
H -3.077 -4.911 -0.989
C 2.004 3.460 2.089
H 1.878 -3.621 -0.398
H -6.721 -5.372 -5.266
H -2.231 -0.711 3.733
O -4.799 -4.336 -7.068
H -4.799 0.872 4.165
H -4.292 -1.053 1.849
H 0.173 5.130 0.659
H -7.671 -5.897 -7.465
C -2.774 0.241 3.754
H -0.224 3.432 0.289
H 0.385 4.497 3.092
H -0.367 -4.071 -8.952
H 3.164 -1.343 0.454
C -3.581 0.981 1.687
H -2.266 -4.836 -7.665
H 6.613 9.669 4.196
C -0.230 4.203 1.059
H -2.776 -6.589 -2.685
H 0.021 -6.387 -8.242
C 6.334 9.046 5.047
H -0.633 -1.076 1.759
O -1.109 -4.629 -1.516
H -4.579 -0.878 4.277
H 0.012 -6.889 -5.892
H -1.829 -3.403 -6.728
H 1.547 -5.625 -7.782
O -2.458 0.975 2.571
H -3.234 0.761 0.677
C 0.471 -5.613 -7.616
C -4.551 -0.062 2.228
H 1.860 -1.228 -0.743
H 0.744 -5.185 -2.227
C 2.326 5.566 6.122
C 2.559 6.429 4.900
C -0.684 -6.849 -2.206
O 2.948 5.520 3.861
H 1.647 6.949 4.624
H -5.815 -4.428 -8.855
H -0.541 -5.073 -3.447
O 4.132 6.538 1.849
H 1.715 1.452 1.491
H 5.959 8.085 4.671
O 3.153 5.350 6.943
H 5.854 10.639 7.516
H 0.834 -5.368 -5.488
H 0.574 -1.847 2.810
H -6.156 -6.644 -7.983
C -4.280 0.015 3.731
H 8.105 9.722 6.079
C 5.569 9.638 7.176
C 2.108 -1.551 0.274
C 7.476 8.831 6.031
H -1.889 -5.674 0.085
H -2.527 -7.588 -1.247
H 4.311 7.420 2.199
H 6.326 7.629 7.414
O 5.289 9.689 5.774
C 0.528 3.756 2.300